1.
DFT (ωB97M-V with the def2-TZVPD basis set) results for a 3-piece molecular cluster, C5H14N4O2 overall in a non-equilibrium geometry.

The geometry in ORCA input format:
```
! RIJCOSX wB97M-V def2-TZVPD def2/J DEFGRID3
* xyz 0 1
H -4.25 2.78 -3.89
H -1.33 1.54 -2.13
O 3.57 -1.97 0.44
N 0.28 -0.42 0.11
N 0.57 -0.79 2.38
C 1.21 -0.39 3.62
H -1.96 0.29 -1.12
C -0.26 -1.78 -0.20
H -0.59 -1.64 -1.33
C 0.64 0.02 1.28
H -1.41 2.02 -0.48
N 3.35 0.30 0.62
N 3.45 -0.81 0.54
H 0.06 -1.62 2.46
H -1.20 -1.92 0.42
H 0.64 0.14 -1.97
C -1.22 1.16 -1.16
H 0.38 -0.44 4.29
O -3.50 2.27 -4.35
H -3.63 2.48 -5.25
H 0.72 1.41 -0.64
H 2.05 -1.23 3.74
C 0.19 0.58 -0.97
H 0.52 -2.53 -0.07
H 1.72 0.55 3.67
*
```

Output
HOMO level ... -0.27387 Ha
Gap between HOMO and LUMO ... 8.234 eV


2.
DFT (ωB97M-V with the def2-TZVPD basis set) results for a 2-piece molecular cluster, C5H14N5 overall in a non-equilibrium geometry.

The geometry in ORCA input format:
```
! RIJCOSX wB97M-V def2-TZVPD def2/J DEFGRID3
* xyz 1 1
C 1.80 1.78 0.10
H 4.06 -1.65 1.04
N -2.98 -0.21 0.25
H 3.91 -1.19 -0.75
C 0.15 -0.04 -0.02
H 0.71 -2.01 0.07
H -1.83 -0.07 -1.46
C -1.74 1.74 -0.43
H 2.32 1.85 -0.77
H 2.29 1.17 0.88
H -2.37 -2.09 -0.02
C -3.33 -1.60 0.16
N 0.43 1.30 -0.14
H -3.86 -2.06 1.04
H -2.53 2.47 -0.51
H -3.95 -1.87 -0.80
H 1.76 2.68 0.69
N -0.56 2.17 -0.28
N 1.03 -0.97 -0.16
C -2.05 0.33 -0.53
H 2.03 -0.98 -0.41
N 3.75 -0.98 0.32
H -2.99 0.24 1.13
H 3.95 -0.01 0.58
*
```

Output
HOMO level ... -0.45801 Ha
Gap between HOMO and LUMO ... 9.307 eV